The following is a quantum chemistry calculation of C4H8O2 as an isolated structure in a non-equilibrium geometry, from OMol25.

* energy: -307.5192 Eh
* multiplicity: 1
* lowest unoccupied orbital energy: 0.95 eV
* net charge: 0
* Kohn-Sham gap: 9.72 eV
* ΔE to the lowest compared entry with this formula, charge and spin: 5.259 eV

Element x y z (Å)
C -0.963 -1.120 1.143
C 0.233 -0.692 0.378
O 0.526 -1.743 -0.496
C -0.316 1.071 -0.081
C 0.738 1.695 -0.891
O 0.175 0.521 -1.385
H -1.831 -1.013 0.481
H -0.905 -2.159 1.468
H -1.063 -0.421 1.968
H 1.141 -0.339 0.847
H 1.308 -1.570 -1.042
H -1.295 1.601 -0.244
H 1.774 1.679 -0.558
H 0.479 2.491 -1.587

Here are the Mulliken charges for atoms 1 to 6, given in e:
1. C -1.18
2. C 0.41
3. O -0.50
4. C -0.36
5. C -0.27
6. O -0.38